1.
Entry from the Open Molecules 2025 dataset: a cluster of 7 separate species, C26H58ClN2O23S7 in total (the ωB97M-V functional and the def2-TZVPD basis).

E	-6112.9649	hartree
HOMO-LUMO gap	7.1	eV
E_HOMO	-5.294	eV

The geometry in ORCA input format:
```
! wB97M-V def2-TZVPD RIJCOSX def2/J DEFGRID3
* xyz -1 1
N -1.554 -0.585 -3.799
C -0.535 -0.275 -3.355
O 0.555 0.045 -2.780
C 1.764 -0.644 -3.288
O 2.858 0.187 -3.042
C 2.700 1.142 -2.021
C 2.637 0.564 -0.612
C 2.189 1.678 0.372
C 3.152 1.998 1.466
N 2.860 2.259 2.674
O 3.939 0.075 -0.310
C 3.997 -0.898 0.676
S 5.777 -1.116 1.011
Cl 3.225 -2.417 0.202
C 1.881 -2.082 -2.698
O 2.951 -2.633 -2.956
O 0.866 -2.480 -2.087
H 1.638 -0.740 -4.366
H 1.864 1.815 -2.193
H 3.598 1.760 -2.043
H 1.890 -0.230 -0.588
H 2.053 2.602 -0.198
H 1.215 1.435 0.791
H 4.210 2.009 1.216
H 1.846 2.192 2.800
H 3.520 -0.562 1.594
H 5.735 -2.442 1.124
O 2.990 4.580 -2.839
S 2.105 5.307 -3.697
O 1.152 4.608 -4.499
O 2.973 6.267 -4.618
C 4.071 5.653 -5.341
C 3.609 4.906 -6.574
C 1.281 6.557 -2.775
H 4.625 5.004 -4.662
H 4.718 6.486 -5.607
H 3.030 4.023 -6.311
H 4.476 4.588 -7.153
H 2.982 5.546 -7.195
H 2.018 7.118 -2.208
H 0.590 6.046 -2.108
H 0.739 7.199 -3.464
O 0.279 -0.325 1.925
S -1.072 -0.479 1.466
O -2.076 0.392 2.013
O -1.518 -1.989 1.705
C -1.265 -2.550 3.006
C -2.287 -2.115 4.038
C -1.132 -0.473 -0.278
H -0.249 -2.297 3.314
H -1.304 -3.626 2.851
H -2.198 -1.053 4.258
H -2.137 -2.676 4.962
H -3.298 -2.297 3.672
H -0.401 -1.189 -0.678
H -0.875 0.544 -0.574
H -2.139 -0.718 -0.606
O 1.613 1.526 6.537
S 2.999 1.355 6.860
O 3.456 0.076 7.312
O 3.388 2.457 7.951
C 2.504 2.559 9.088
C 2.732 1.469 10.113
C 4.014 1.934 5.556
H 1.473 2.564 8.729
H 2.705 3.540 9.513
H 2.453 0.492 9.719
H 2.131 1.665 11.001
H 3.782 1.418 10.400
H 3.683 2.924 5.263
H 3.897 1.249 4.722
H 5.043 1.943 5.905
O 0.362 -4.288 -9.470
S 0.181 -2.874 -9.318
O 1.187 -2.097 -8.667
O -1.232 -2.600 -8.675
C -1.576 -3.284 -7.431
C -0.976 -2.627 -6.209
C -0.159 -2.156 -10.890
H -1.293 -4.334 -7.508
H -2.662 -3.240 -7.391
H 0.108 -2.745 -6.185
H -1.388 -3.077 -5.308
H -1.199 -1.563 -6.196
H -0.955 -2.718 -11.370
H 0.759 -2.219 -11.470
H -0.445 -1.118 -10.742
O 0.378 0.772 12.615
S -0.858 1.200 12.032
O -1.164 2.595 11.959
O -2.047 0.438 12.763
C -2.072 0.485 14.208
C -2.619 1.794 14.737
C -1.057 0.472 10.445
H -1.070 0.282 14.588
H -2.710 -0.348 14.495
H -1.944 2.621 14.524
H -2.751 1.724 15.817
H -3.580 2.019 14.276
H -0.873 -0.596 10.524
H -0.325 0.937 9.788
H -2.065 0.674 10.093
O -4.813 -4.971 -7.345
S -5.424 -4.360 -8.485
O -5.490 -2.936 -8.584
O -6.883 -4.968 -8.663
C -7.739 -4.961 -7.494
C -8.355 -3.602 -7.236
C -4.715 -5.010 -9.956
H -7.171 -5.315 -6.634
H -8.505 -5.701 -7.715
H -7.603 -2.876 -6.934
H -9.095 -3.684 -6.439
H -8.842 -3.226 -8.135
H -4.717 -6.094 -9.895
H -3.696 -4.629 -10.001
H -5.293 -4.660 -10.806
*
```

These are the Löwdin partial charges, in e, on atoms 1 to 6: atom 1 (N): 0.177, atom 2 (C): -0.378, atom 3 (O): 0.012, atom 4 (C): -0.188, atom 5 (O): -0.016, atom 6 (C): -0.144

=====

2.
Entry from the Open Molecules 2025 dataset: a structure of composition C26H58N2O2Ta in a non-equilibrium geometry (the ωB97M-V functional and the def2-TZVPD basis).

E	-1342.2522	hartree
HOMO-LUMO gap	6.3	eV
ΔE to the lowest compared entry with this formula, charge and spin	0.0000	eV
E_HOMO	-4.065	eV

The geometry in ORCA input format:
```
! wB97M-V def2-TZVPD RIJCOSX def2/J DEFGRID3
* xyz -1 1
C -3.667 -4.805 7.144
C -4.771 -4.009 6.396
C -4.071 -3.000 5.434
C -4.802 -1.658 5.344
C -3.953 -0.463 4.867
C -3.739 -0.372 3.349
C -2.886 -1.482 2.687
C -1.592 -1.879 3.427
C -1.279 -3.382 3.145
C -0.819 -3.642 1.691
C -1.912 -4.253 0.781
C -1.807 -3.844 -0.704
C -1.749 -2.341 -0.965
C -1.792 -2.014 -2.492
C -0.809 -0.862 -2.851
C 0.215 -1.280 -3.920
C 1.432 -0.310 -3.903
C 1.031 1.105 -4.357
Ta 2.573 2.720 -3.771
C 2.570 2.031 -1.558
N 3.368 2.906 -0.654
C 0.826 4.171 -3.214
C 1.211 5.680 -3.204
C 1.665 6.146 -1.808
O 3.104 6.070 -1.759
C 3.633 6.401 -0.588
C 5.085 6.023 -0.463
O 3.041 6.952 0.268
C 4.372 1.329 -4.278
N 5.038 0.740 -3.099
C 5.977 -0.307 -3.534
H -2.796 -4.869 6.488
H -3.980 -5.811 7.422
H -3.340 -4.216 8.004
H -5.429 -3.493 7.094
H -5.321 -4.736 5.797
H -4.069 -3.472 4.453
H -3.067 -2.840 5.825
H -5.188 -1.387 6.332
H -5.670 -1.735 4.679
H -3.011 -0.392 5.417
H -4.512 0.436 5.151
H -3.377 0.613 3.051
H -4.741 -0.448 2.906
H -3.475 -2.364 2.440
H -2.570 -1.081 1.719
H -1.659 -1.800 4.510
H -0.707 -1.346 3.073
H -0.502 -3.667 3.861
H -2.169 -3.989 3.326
H -0.006 -4.373 1.709
H -0.383 -2.730 1.280
H -1.754 -5.336 0.812
H -2.921 -4.076 1.159
H -0.901 -4.298 -1.118
H -2.671 -4.279 -1.217
H -2.574 -1.802 -0.491
H -0.812 -1.936 -0.582
H -1.501 -2.911 -3.043
H -2.808 -1.695 -2.729
H -1.408 -0.065 -3.292
H -0.294 -0.439 -1.986
H -0.219 -1.191 -4.919
H 0.593 -2.294 -3.737
H 2.196 -0.724 -4.568
H 1.864 -0.328 -2.896
H 0.072 1.434 -3.941
H 0.909 1.096 -5.449
H 3.820 4.062 -3.475
H 2.481 3.308 -5.551
H 1.526 2.010 -1.212
H 2.930 1.001 -1.443
H 4.092 3.405 -1.149
H 2.776 3.542 -0.136
H 0.016 3.942 -3.914
H 0.514 3.887 -2.202
H 2.006 5.911 -3.914
H 0.341 6.296 -3.472
H 1.193 5.529 -1.043
H 1.400 7.195 -1.665
H 5.702 6.922 -0.474
H 5.383 5.415 -1.317
H 5.265 5.479 0.459
H 3.989 0.556 -4.953
H 5.085 1.940 -4.866
H 5.577 1.460 -2.631
H 6.766 0.131 -4.172
H 6.406 -0.803 -2.658
H 5.440 -1.015 -4.164
*
```

These are the Löwdin partial charges, in e, on atoms 1 to 6: atom 1 (C): -0.114, atom 2 (C): -0.240, atom 3 (C): -0.218, atom 4 (C): -0.205, atom 5 (C): -0.221, atom 6 (C): -0.196

=====

3.
Entry from the Open Molecules 2025 dataset: a cluster of 12 separate species, C26H58N6O10S2 in total in a non-equilibrium geometry (the ωB97M-V functional and the def2-TZVPD basis).

E	-2902.6345	hartree
HOMO-LUMO gap	10.0	eV
SMILES	CCOS(C)(=O)=O.CCOS(C)(=O)=O.CC#N.CC#N.CC#N.CC#N.CC#N.CC#N.CCO.CCO.CCO.CCO
E_HOMO	-9.721	eV

The geometry in ORCA input format:
```
! wB97M-V def2-TZVPD RIJCOSX def2/J DEFGRID3
* xyz 0 1
C -2.994 -0.826 5.820
C -1.925 -0.108 5.041
O -0.618 -0.496 5.474
H -2.998 -0.468 6.850
H -2.894 -1.908 5.781
H -3.976 -0.616 5.382
H -2.096 0.969 5.134
H -2.027 -0.317 3.979
H -0.475 -0.161 6.363
C -5.262 2.963 4.170
C -3.827 3.413 3.926
O -3.205 3.608 5.184
H -5.795 2.769 3.235
H -5.833 3.770 4.636
H -5.302 2.079 4.805
H -3.908 4.361 3.368
H -3.323 2.690 3.270
H -2.286 3.893 5.063
C -4.265 2.319 -1.735
C -4.524 3.242 -2.891
O -4.402 4.590 -2.432
H -4.978 2.475 -0.924
H -3.223 2.420 -1.455
H -4.417 1.279 -2.043
H -5.478 3.007 -3.374
H -3.713 3.089 -3.612
H -4.056 5.117 -3.155
C 0.813 -1.411 -6.007
C 2.252 -1.241 -6.362
O 2.356 -0.672 -7.690
H 0.745 -1.987 -5.063
H 0.297 -2.172 -6.606
H 0.213 -0.517 -5.886
H 2.805 -2.177 -6.278
H 2.684 -0.501 -5.679
H 3.084 -0.047 -7.674
C 4.270 2.441 -3.930
C 4.580 1.150 -3.365
N 4.851 0.164 -2.886
H 4.948 3.266 -3.720
H 3.323 2.804 -3.515
H 4.151 2.355 -5.009
C 0.609 -2.462 3.486
C 0.213 -2.557 2.089
N -0.049 -2.556 0.974
H 1.137 -1.560 3.763
H 1.232 -3.335 3.689
H -0.297 -2.515 4.091
C 0.617 6.068 3.174
C 0.094 4.963 3.940
N -0.348 4.097 4.565
H 1.491 5.808 2.578
H 0.928 6.882 3.831
H -0.137 6.458 2.493
C -1.452 -5.672 -1.515
C -0.766 -4.701 -2.356
N -0.201 -3.923 -2.989
H -2.357 -5.235 -1.110
H -0.752 -6.025 -0.763
H -1.711 -6.531 -2.137
C 4.279 3.691 -0.154
C 3.004 4.423 -0.108
N 2.030 5.035 -0.051
H 4.152 2.713 0.295
H 4.943 4.332 0.432
H 4.661 3.677 -1.168
C -4.029 -1.669 0.500
C -3.857 -2.057 1.903
N -3.722 -2.312 2.997
H -3.494 -0.734 0.351
H -5.084 -1.521 0.273
H -3.643 -2.442 -0.160
O 3.049 -3.956 1.084
S 3.823 -3.367 0.050
O 4.593 -2.194 0.269
O 4.799 -4.491 -0.533
C 4.292 -5.834 -0.686
C 4.517 -6.297 -2.100
C 2.893 -3.095 -1.420
H 3.237 -5.894 -0.405
H 4.801 -6.481 0.031
H 4.233 -7.339 -2.220
H 5.514 -6.011 -2.432
H 3.849 -5.757 -2.786
H 3.522 -2.533 -2.106
H 2.119 -2.391 -1.131
H 2.528 -4.048 -1.775
O -1.406 1.050 -2.569
S -0.205 1.106 -1.824
O 0.875 1.956 -2.207
O -0.627 1.372 -0.317
C 0.410 1.621 0.647
C -0.305 1.841 1.966
C 0.376 -0.569 -1.714
H 0.967 2.536 0.414
H 1.192 0.862 0.769
H -0.907 0.949 2.188
H -1.037 2.647 1.922
H 0.314 1.936 2.857
H -0.155 -1.049 -0.902
H 1.437 -0.502 -1.482
H 0.237 -1.016 -2.693
*
```

These are the Löwdin partial charges, in e, on atoms 1 to 6: atom 1 (C): -0.108, atom 2 (C): -0.325, atom 3 (O): -0.097, atom 4 (H): 0.074, atom 5 (H): 0.064, atom 6 (H): 0.065

=====

4.
Entry from the Open Molecules 2025 dataset: a structure of composition C26H59AlNOP3 in a non-equilibrium geometry (the ωB97M-V functional and the def2-TZVPD basis).

E	-2422.0361	hartree
HOMO-LUMO gap	7.1	eV
E_HOMO	-13.664	eV

The geometry in ORCA input format:
```
! wB97M-V def2-TZVPD RIJCOSX def2/J DEFGRID3
* xyz 2 1
Al -0.467 0.054 -1.400
P -0.401 -2.349 -1.741
P -0.449 2.481 -1.522
N 1.164 0.110 -2.411
C 1.238 -2.403 -2.586
H 1.867 -3.194 -2.152
H 1.096 -2.627 -3.660
C 2.025 -1.081 -2.453
H 2.687 -1.111 -1.580
H 2.721 -0.970 -3.347
C 2.001 1.328 -2.364
H 2.663 1.315 -3.285
H 2.713 1.284 -1.503
C 1.206 2.646 -2.332
H 1.071 3.002 -3.371
H 1.824 3.388 -1.805
C -0.282 3.336 0.097
C -1.505 3.081 0.981
H -1.215 3.225 2.032
H -1.899 2.058 0.883
H -2.317 3.785 0.763
C -1.633 3.375 -2.604
C -2.992 3.554 -1.924
H -3.713 3.853 -2.691
H -2.969 4.342 -1.167
H -3.367 2.621 -1.468
C -1.592 -3.066 -2.944
C -2.953 -3.335 -2.297
H -3.668 -3.537 -3.101
H -3.333 -2.476 -1.725
H -2.928 -4.220 -1.650
C -0.205 -3.418 -0.261
C -1.397 -3.263 0.688
H -1.127 -3.695 1.661
H -2.281 -3.796 0.317
H -1.668 -2.210 0.855
C -2.619 0.033 -0.927
C -1.113 4.705 -3.164
H -0.993 5.464 -2.387
H -0.150 4.594 -3.696
H -1.843 5.074 -3.887
C -1.079 -4.301 -3.695
H -1.818 -4.557 -4.459
H -0.124 -4.126 -4.208
H -0.967 -5.169 -3.033
C 0.076 -4.885 -0.592
H 0.415 -5.386 0.326
H -0.828 -5.410 -0.929
H 0.871 -5.014 -1.341
C 0.050 4.825 -0.013
H -0.831 5.424 -0.278
H 0.392 5.176 0.970
H 0.857 5.037 -0.729
H 0.582 2.833 0.568
H 0.691 -3.002 0.237
H -1.755 2.674 -3.446
H -1.709 -2.245 -3.672
O -3.747 0.023 -0.583
H 0.458 0.121 -3.111
H -0.968 0.089 -3.120
C 2.920 -1.837 1.838
C 1.609 -1.727 2.620
C 1.815 -2.048 4.104
P 0.682 -0.146 2.240
C -0.751 -0.247 3.447
C -0.612 0.632 4.696
C -2.078 0.022 2.722
C 1.853 1.263 2.676
C 2.639 1.131 3.984
C 2.802 1.558 1.505
H 3.696 -1.163 2.224
H 2.770 -1.644 0.768
H 3.301 -2.862 1.937
H 0.910 -2.481 2.206
H 2.511 -1.345 4.580
H 0.873 -2.059 4.671
H 2.254 -3.050 4.176
H -0.749 -1.300 3.771
H -0.403 1.677 4.434
H -1.564 0.605 5.248
H 0.164 0.263 5.382
H -2.046 -0.247 1.660
H -2.876 -0.572 3.194
H -2.368 1.075 2.798
H 1.154 2.114 2.780
H 3.433 0.374 3.909
H 3.136 2.094 4.177
H 2.007 0.921 4.856
H 2.295 2.086 0.690
H 3.619 2.201 1.856
H 3.248 0.648 1.086
*
```

These are the Löwdin partial charges, in e, on atoms 1 to 6: atom 1 (Al): 0.087, atom 2 (P): 1.028, atom 3 (P): 1.034, atom 4 (N): -0.214, atom 5 (C): -0.251, atom 6 (H): 0.103

=====

5.
Entry from the Open Molecules 2025 dataset: a cluster of 5 separate species, C26H59F2N4O8S2 in total in a non-equilibrium geometry (the ωB97M-V functional and the def2-TZVPD basis).

E	-2842.5793	hartree
HOMO-LUMO gap	3.4	eV
E_HOMO	-6.129	eV

The geometry in ORCA input format:
```
! wB97M-V def2-TZVPD RIJCOSX def2/J DEFGRID3
* xyz 1 1
N 0.497 -1.038 -0.069
S 1.331 -0.118 0.785
O 2.502 0.451 0.204
O 1.115 -0.227 2.236
F 0.413 1.166 0.498
S 1.350 -2.455 0.349
O 0.484 -3.561 0.759
O 2.710 -2.413 0.984
F 1.647 -2.941 -1.167
C -3.562 2.811 -1.852
O -2.992 1.459 -1.824
C -1.849 1.301 -2.668
C -1.587 -0.054 -3.183
N -1.564 -1.094 -2.010
H -0.847 -1.048 -1.300
H -2.433 -0.992 -1.504
C -1.799 -2.520 -2.509
C -2.370 -3.307 -1.355
O -3.475 -2.654 -0.745
C -4.174 -3.577 0.072
H -3.753 3.244 -2.834
H -2.888 3.532 -1.389
H -4.554 2.782 -1.401
H -1.039 1.628 -2.016
H -2.023 1.945 -3.530
H -0.639 -0.160 -3.710
H -2.349 -0.334 -3.911
H -0.856 -2.828 -2.962
H -2.599 -2.543 -3.249
H -1.632 -3.219 -0.557
H -2.597 -4.342 -1.612
H -3.809 -3.892 1.050
H -4.377 -4.474 -0.512
H -5.151 -3.095 0.104
C -5.466 -2.770 3.636
C -4.277 -1.660 3.535
C -4.740 -0.475 2.634
N -3.640 0.600 2.312
C -4.398 1.787 1.783
C -3.457 2.977 1.655
C -2.738 3.367 2.963
C -1.893 2.154 3.469
C -2.934 0.952 3.623
C -2.644 -0.037 1.313
H -5.916 -2.988 2.667
H -6.292 -2.358 4.216
H -5.113 -3.689 4.103
H -3.409 -2.139 3.082
H -3.957 -1.364 4.534
H -5.668 -0.054 3.020
H -5.101 -0.697 1.630
H -5.238 2.057 2.424
H -4.681 1.468 0.780
H -3.958 3.908 1.387
H -2.662 2.710 0.958
H -3.536 3.648 3.651
H -1.999 4.138 2.744
H -1.390 2.489 4.376
H -1.157 1.901 2.706
H -3.754 1.279 4.262
H -2.439 0.039 3.954
H -3.288 -0.317 0.479
H -2.155 -0.881 1.799
H -1.931 0.728 1.007
C 6.630 -1.912 -0.294
C 6.060 -1.575 -1.666
C 5.635 -0.104 -1.753
N 5.231 0.346 -3.132
C 4.047 -0.512 -3.685
C 2.656 -0.266 -2.893
C 2.238 1.176 -2.837
C 3.425 2.112 -2.283
C 4.718 1.850 -3.100
C 6.432 0.278 -4.083
H 6.696 -3.000 -0.312
H 5.975 -1.502 0.474
H 7.569 -1.461 0.025
H 5.222 -2.265 -1.764
H 6.823 -1.810 -2.408
H 6.497 0.504 -1.479
H 4.748 0.079 -1.148
H 4.338 -1.563 -3.675
H 3.921 -0.167 -4.711
H 2.758 -0.634 -1.872
H 1.963 -0.885 -3.464
H 1.350 1.153 -2.206
H 1.900 1.561 -3.799
H 3.573 2.241 -1.211
H 3.031 3.109 -2.482
H 5.555 2.425 -2.701
H 4.658 2.039 -4.172
H 6.050 0.507 -5.078
H 6.893 -0.710 -4.061
H 7.157 0.982 -3.675
C 2.367 2.059 4.517
C 3.125 1.980 5.830
O 2.509 1.872 6.938
O 4.318 1.889 5.784
H 2.748 1.203 3.960
H 2.581 2.949 3.925
H 1.303 1.845 4.618
*
```

These are the Löwdin partial charges, in e, on atoms 1 to 6: atom 1 (N): -0.295, atom 2 (S): 0.413, atom 3 (O): -0.264, atom 4 (O): -0.250, atom 5 (F): -0.225, atom 6 (S): 0.643

=====

Number 1 is which compound?
C26H58ClN2O23S7

=====

Which formula does entry 4 have?
C26H59AlNOP3

=====

Among the records above, which one has the lowest E_HOMO?
C26H59AlNOP3